No. 1
65
Properties=species:S:1:pos:R:3:mulliken_charge:R:1 method="wB97M-V/def2-TZVPD" homo_ev=-8.3 smiles="Nc1ncnc2c1ncn2C[C@H]1OC[C@@H](N)[C@@H](O)[C@H]1O.CNC(=O)[C@H](CCC(N)=O)NC(C)=O" total_energy_ev=-45904.3350
O 0.874 -3.455 2.232 -0.663
O 2.468 0.170 -1.028 -0.605
O 1.953 0.004 5.448 -0.697
N -2.836 -2.148 -3.755 -0.777
N -4.923 -3.245 -0.860 -0.675
N -3.475 -1.443 -0.328 -0.594
O -2.206 2.313 -2.575 -0.511
O -0.153 2.853 -0.622 -0.671
O 1.297 4.473 -2.164 -0.646
C 0.253 -2.472 2.616 0.796
C 3.142 0.208 -0.018 0.277
C 2.588 -0.891 4.910 -0.086
C -1.995 -1.165 -3.520 -0.138
C -4.416 -2.342 -0.014 -0.363
C -4.467 -3.197 -2.090 0.265
C -3.039 -1.452 -1.585 0.625
C -3.496 -2.326 -2.532 0.678
N 3.992 1.201 0.136 -0.310
N -4.968 -4.143 -2.909 -0.508
N 3.600 -1.456 5.576 -0.113
N -2.081 -0.696 -2.213 0.280
N -1.360 5.142 -1.856 -0.647
N 0.832 -1.437 3.223 -0.108
C -1.241 -2.389 2.414 -1.255
C 4.505 -2.503 5.104 -0.828
C -2.092 3.411 -3.493 -0.873
C 3.011 -0.860 1.059 -0.233
C -1.221 0.319 -1.580 -1.347
C -0.998 1.538 -2.488 0.518
C 0.145 2.408 -1.952 -0.480
C 0.348 3.641 -2.842 -0.478
C -0.980 4.395 -3.076 0.227
C 2.879 -0.286 2.478 -0.745
C 2.277 -1.307 3.460 0.029
H -0.934 3.448 -0.692 0.567
H 1.138 4.349 -1.207 0.463
H -1.309 -0.779 -4.266 0.423
H -4.786 -2.347 1.008 0.423
H 4.000 1.884 -0.602 0.243
H 4.550 1.281 0.963 0.202
H -4.373 -4.304 -3.713 0.271
H -5.326 -4.935 -2.394 0.277
H 3.728 -1.109 6.516 0.298
H -0.627 5.817 -1.624 0.220
H -2.256 5.614 -1.978 0.221
H 0.245 -0.681 3.543 0.270
H -1.476 -1.517 1.806 0.260
H -1.581 -3.287 1.900 0.318
H -1.734 -2.310 3.381 0.396
H 3.948 -3.423 4.916 0.301
H 5.003 -2.187 4.186 0.242
H 5.264 -2.703 5.863 0.339
H -3.048 3.941 -3.540 0.462
H -1.880 3.029 -4.497 0.332
H 3.882 -1.513 1.019 0.315
H 2.131 -1.454 0.817 0.182
H -1.673 0.655 -0.640 0.335
H -0.258 -0.139 -1.335 0.360
H -0.706 1.196 -3.485 0.311
H 1.070 1.831 -1.955 0.543
H 0.752 3.331 -3.811 0.511
H -0.831 5.111 -3.892 0.387
H 2.247 0.604 2.460 0.259
H 3.871 0.009 2.823 0.418
H 2.749 -2.270 3.275 0.506

No. 2
83
Properties=species:S:1:pos:R:3:mulliken_charge:R:1 method="wB97M-V/def2-TZVPD" homo_ev=-10.4 total_energy_ev=-93153.4402 charge=+1
Hf 0.080 -0.865 -0.772 1.096
S -0.426 1.595 -0.131 -0.577
P -1.860 0.394 0.753 1.680
C -0.897 -0.923 1.252 -0.770
P -1.291 -2.575 1.179 1.170
S -0.417 -3.329 -0.563 -0.717
C -0.496 -3.417 2.565 0.668
C 0.404 -4.463 2.411 -0.408
C 1.010 -5.024 3.530 -0.698
C 0.718 -4.543 4.796 -0.539
C -0.189 -3.501 4.954 -0.705
C -0.792 -2.937 3.843 -0.344
C -3.024 -3.042 1.220 0.591
C -3.533 -4.072 0.435 -0.343
C -4.879 -4.400 0.524 -0.749
C -5.710 -3.707 1.395 -0.557
C -5.202 -2.679 2.179 -0.856
C -3.860 -2.340 2.089 -0.222
C -2.731 1.258 2.072 0.688
C -4.118 1.239 2.184 -0.102
C -4.730 1.889 3.250 -0.856
C -3.960 2.544 4.199 -0.502
C -2.573 2.547 4.097 -0.774
C -1.957 1.903 3.036 -0.669
C -3.059 0.227 -0.601 1.057
C -3.247 -0.954 -1.308 0.419
C -4.115 -0.999 -2.400 -1.181
C -4.803 0.137 -2.777 -0.610
C -4.613 1.329 -2.077 -0.767
C -3.747 1.379 -1.005 -0.855
H 0.632 -4.846 1.425 0.373
H 1.713 -5.838 3.407 0.423
H 1.199 -4.976 5.664 0.397
H -0.419 -3.125 5.942 0.426
H -1.485 -2.113 3.968 0.260
H -2.884 -4.612 -0.243 0.490
H -5.279 -5.196 -0.090 0.438
H -6.758 -3.969 1.462 0.427
H -5.851 -2.140 2.857 0.464
H -3.468 -1.524 2.686 0.297
H -4.723 0.720 1.450 0.482
H -5.809 1.886 3.334 0.440
H -4.441 3.058 5.022 0.405
H -1.975 3.051 4.845 0.425
H -0.877 1.905 2.946 0.375
H -2.758 -1.868 -1.015 -0.007
H -4.256 -1.930 -2.934 0.504
H -5.487 0.104 -3.615 0.420
H -5.143 2.224 -2.379 0.439
H -3.587 2.315 -0.484 0.477
C 3.717 6.240 -0.713 -0.785
O 5.023 5.685 -0.821 -0.439
C 5.194 4.624 -1.637 1.003
C 6.482 4.096 -1.689 -0.760
C 6.745 3.019 -2.508 -0.024
C 5.731 2.414 -3.249 -0.227
C 4.455 2.966 -3.218 -0.447
C 4.184 4.072 -2.425 -0.556
N 6.196 1.288 -4.031 -0.212
N 5.480 0.348 -4.418 -0.701
C 4.131 0.160 -3.961 0.022
C 3.116 0.060 -4.864 -0.430
C 1.791 -0.197 -4.449 -0.818
C 1.495 -0.415 -3.140 0.860
O 0.223 -0.663 -2.704 -0.936
C 2.556 -0.380 -2.193 1.122
N 2.257 -0.630 -0.860 -0.954
C 3.205 -0.555 0.059 0.039
C 4.531 -0.284 -0.269 -1.189
C 4.861 -0.082 -1.583 -0.549
C 3.870 -0.097 -2.589 0.058
H 3.787 7.022 0.035 0.241
H 2.996 5.487 -0.387 0.308
H 3.396 6.673 -1.662 0.333
H 7.258 4.555 -1.090 0.452
H 7.746 2.613 -2.585 0.478
H 3.666 2.579 -3.843 0.504
H 3.193 4.501 -2.436 0.441
H 3.333 0.223 -5.913 0.437
H 0.984 -0.219 -5.169 0.513
H 2.901 -0.739 1.080 0.607
H 5.278 -0.250 0.510 0.433
H 5.894 0.087 -1.857 0.655

Values for HOMO-LUMO gap, eV, ordered as above
8.8; 6.8